# 1
ORCA calculation (ωB97M-V with the def2-TZVPD basis set) on 11 unconnected molecules or ions with the total composition C42H111N5O16.

## Properties
DFT total energy	-85554.388	eV
HOMO energy	-8.376	eV
largest force on an atom	0.0471	hartree/bohr

Geometry as XYZ:
```
174
C42H111N5O16 ωB97M-V with the def2-TZVPD basis set
C 3.48 -1.49 2.93
C 2.04 -1.77 3.28
O 1.37 -2.53 2.26
H 3.54 -1.03 1.95
H 3.96 -2.47 2.90
H 4.04 -0.87 3.63
H 1.46 -0.84 3.36
H 1.96 -2.14 4.30
H 0.57 -2.78 2.72
C 5.35 -3.91 0.73
C 6.31 -2.82 0.28
O 7.54 -3.51 0.17
H 4.29 -3.66 0.78
H 5.54 -4.50 1.62
H 5.37 -4.71 -0.02
H 6.35 -2.06 1.07
H 6.00 -2.36 -0.66
H 7.76 -3.84 1.05
C 1.31 2.35 -4.65
C 2.27 1.62 -3.78
O 2.47 0.37 -4.36
H 0.27 2.09 -4.46
H 1.47 2.13 -5.70
H 1.42 3.42 -4.47
H 1.81 1.36 -2.82
H 3.17 2.23 -3.72
H 2.81 -0.26 -3.72
C 2.94 -3.02 -3.97
C 4.06 -2.75 -2.98
O 3.76 -1.53 -2.44
H 3.28 -3.80 -4.66
H 2.68 -2.20 -4.64
H 1.98 -3.19 -3.50
H 5.02 -2.70 -3.49
H 4.13 -3.54 -2.22
H 3.21 -1.76 -1.69
C 5.69 1.29 -2.40
C 6.25 0.19 -3.30
O 7.58 0.55 -3.62
H 6.36 1.47 -1.56
H 4.78 0.92 -1.93
H 5.69 2.25 -2.93
H 5.58 0.10 -4.16
H 6.30 -0.75 -2.75
H 8.02 -0.18 -4.07
C 1.58 0.50 0.13
C 1.09 -0.85 -0.50
O 2.15 -1.80 -0.32
H 2.49 0.83 -0.36
H 1.89 0.34 1.16
H 0.81 1.26 0.30
H 0.88 -0.67 -1.56
H 0.15 -1.19 -0.07
H 2.12 -2.08 0.60
C -0.90 6.15 2.26
O -0.14 5.07 2.73
C 0.68 5.34 3.88
C 1.41 4.07 4.37
N 2.71 3.85 3.72
C 2.47 3.33 2.42
C 3.84 2.97 1.79
O 4.40 1.90 2.49
C 5.65 1.47 1.96
H -1.74 5.77 1.67
H -0.27 6.83 1.68
H -1.40 6.68 3.06
H -0.04 5.58 4.67
H 1.37 6.16 3.67
H 0.75 3.21 4.25
H 1.58 4.18 5.44
H 3.27 3.15 4.17
H 1.98 4.02 1.73
H 1.85 2.43 2.46
H 4.36 3.93 1.80
H 3.71 2.64 0.77
H 5.65 1.05 0.95
H 6.03 0.66 2.58
H 6.44 2.22 2.05
C -2.68 -3.26 0.81
O -3.13 -2.75 2.09
C -4.24 -3.43 2.68
C -4.19 -5.04 2.76
N -3.01 -5.52 3.47
C -3.02 -7.01 3.45
C -2.52 -7.50 2.07
O -1.28 -6.84 1.66
C -0.15 -6.98 2.53
H -1.88 -2.66 0.38
H -3.54 -3.35 0.15
H -2.24 -4.24 0.98
H -5.19 -3.14 2.23
H -4.27 -3.23 3.75
H -4.20 -5.40 1.74
H -5.14 -5.35 3.21
H -2.24 -5.29 2.87
H -4.01 -7.44 3.64
H -2.32 -7.40 4.18
H -3.30 -7.37 1.32
H -2.25 -8.56 2.10
H -0.33 -6.51 3.50
H 0.69 -6.48 2.05
H 0.06 -8.05 2.63
C -2.16 -0.63 -2.60
O -1.46 0.61 -2.44
C -2.23 1.79 -2.67
C -1.90 2.81 -1.67
N -0.65 3.53 -1.91
C -0.17 4.30 -0.70
C 1.19 4.96 -0.93
O 2.16 3.93 -1.19
C 3.46 4.39 -1.47
H -1.40 -1.36 -2.89
H -2.81 -0.47 -3.46
H -2.74 -0.99 -1.76
H -3.29 1.56 -2.57
H -2.14 2.09 -3.71
H -1.93 2.40 -0.66
H -2.70 3.54 -1.57
H 0.07 2.90 -2.23
H -0.05 3.62 0.15
H -0.91 5.03 -0.37
H 1.46 5.47 -0.01
H 1.11 5.61 -1.80
H 4.14 3.55 -1.60
H 3.91 5.01 -0.70
H 3.52 4.95 -2.41
C -5.71 0.83 -4.12
O -5.02 -0.33 -4.64
C -5.59 -1.56 -4.17
C -4.89 -2.79 -4.81
N -4.03 -3.37 -3.86
C -3.40 -4.59 -4.27
C -2.33 -5.06 -3.26
O -1.32 -4.12 -3.12
C -0.21 -4.38 -2.21
H -5.22 1.78 -4.35
H -5.87 0.75 -3.05
H -6.70 0.77 -4.58
H -6.59 -1.60 -4.59
H -5.66 -1.65 -3.09
H -4.36 -2.49 -5.71
H -5.66 -3.52 -5.06
H -3.33 -2.67 -3.62
H -2.95 -4.38 -5.24
H -4.11 -5.41 -4.36
H -1.95 -6.06 -3.50
H -2.71 -5.15 -2.24
H 0.36 -5.22 -2.60
H -0.59 -4.59 -1.20
H 0.45 -3.52 -2.08
C -3.88 7.53 3.73
O -4.31 6.33 3.08
C -5.21 5.61 3.91
C -5.71 4.24 3.39
N -4.63 3.19 3.33
C -3.42 3.62 2.60
C -2.42 2.45 2.47
O -3.04 1.39 1.76
C -2.12 0.32 1.47
H -4.73 8.16 3.99
H -3.43 8.22 3.03
H -3.41 7.44 4.71
H -6.06 6.28 4.05
H -4.84 5.48 4.93
H -6.14 4.41 2.40
H -6.49 3.92 4.07
H -4.98 2.30 2.99
H -2.90 4.43 3.10
H -3.69 3.95 1.59
H -2.18 2.10 3.48
H -1.50 2.83 2.04
H -1.68 -0.17 2.34
H -1.29 0.64 0.84
H -2.70 -0.44 0.94
```

Löwdin population analysis, charges in e, atoms 1 to 99: -0.075, -0.295, -0.078, 0.062, 0.070, 0.084, 0.104, 0.116, 0.093, -0.108, -0.287, -0.080, 0.054, 0.075, 0.073, 0.101, 0.102, 0.080, -0.083, -0.338, -0.079, 0.060, 0.084, 0.076, 0.103, 0.100, 0.027, -0.058, -0.324, -0.105, 0.076, 0.070, 0.053, 0.109, 0.112, 0.034, -0.092, -0.313, -0.078, 0.065, 0.060, 0.075, 0.112, 0.092, 0.079, -0.041, -0.240, -0.109, 0.071, 0.047, 0.058, 0.100, 0.093, 0.036, -0.120, -0.232, -0.170, -0.182, -0.051, -0.224, -0.227, -0.187, -0.095, 0.076, 0.093, 0.068, 0.115, 0.127, 0.111, 0.114, 0.106, 0.104, 0.110, 0.127, 0.097, 0.076, 0.076, 0.090, -0.081, -0.209, -0.180, -0.218, -0.041, -0.189, -0.183, -0.239, -0.086, 0.069, 0.096, 0.063, 0.113, 0.113, 0.092, 0.117, 0.064, 0.116, 0.099, 0.111, 0.113


# 2
ORCA calculation (ωB97M-V with the def2-TZVPD basis set) on 15 unconnected molecules or ions with the total composition C42H112N6O15.

## Properties
DFT total energy	-85018.090	eV
HOMO energy	-8.683	eV
largest force on an atom	0.1124	hartree/bohr

Geometry as XYZ:
```
175
C42H112N6O15 ωB97M-V with the def2-TZVPD basis set
C -18.31 -8.96 -9.37
C -19.70 -8.29 -9.19
C -20.42 -9.17 -8.18
C -21.77 -8.51 -7.56
C -21.41 -7.19 -6.94
C -20.77 -6.23 -8.06
N -19.57 -6.93 -8.62
O -18.88 -6.13 -9.50
C -21.79 -5.81 -9.07
C -20.22 -4.99 -7.29
C -20.44 -8.38 -10.54
H -18.36 -10.04 -9.49
H -17.70 -8.83 -8.48
H -17.75 -8.48 -10.18
H -20.78 -10.09 -8.66
H -19.75 -9.40 -7.35
H -22.29 -9.10 -6.81
H -22.50 -8.43 -8.36
H -20.69 -7.41 -6.15
H -22.20 -6.62 -6.45
H -21.33 -5.32 -9.93
H -22.47 -6.58 -9.44
H -22.43 -5.11 -8.53
H -20.03 -4.21 -8.03
H -20.98 -4.53 -6.66
H -19.38 -5.27 -6.66
H -20.45 -7.49 -11.16
H -21.50 -8.61 -10.38
H -20.12 -9.19 -11.21
H -18.21 -5.83 -8.88
C -19.30 -12.36 -11.60
C -19.89 -12.76 -12.94
C -21.01 -11.73 -13.28
C -21.37 -11.78 -14.78
C -20.16 -11.60 -15.70
C -19.10 -12.72 -15.40
N -18.77 -12.73 -13.94
O -17.72 -13.63 -13.62
C -19.60 -14.07 -15.93
C -17.86 -12.32 -16.19
C -20.52 -14.12 -12.74
H -19.95 -12.25 -10.73
H -18.79 -11.40 -11.66
H -18.50 -13.01 -11.26
H -21.95 -11.89 -12.75
H -20.80 -10.71 -12.96
H -22.08 -10.98 -14.99
H -21.99 -12.66 -14.98
H -19.84 -10.56 -15.57
H -20.51 -11.70 -16.73
H -19.17 -14.89 -15.37
H -20.66 -14.25 -15.76
H -19.44 -14.25 -17.00
H -18.18 -12.07 -17.20
H -17.48 -11.48 -15.61
H -17.14 -13.13 -16.29
H -19.78 -14.91 -12.58
H -21.05 -14.53 -13.61
H -21.30 -14.17 -11.98
H -16.93 -13.10 -13.54
C -14.58 -13.99 -14.56
O -14.44 -13.97 -15.77
N -14.57 -15.08 -13.92
N -14.69 -12.96 -13.79
H -14.32 -15.95 -14.38
H -14.62 -15.00 -12.92
H -14.62 -12.05 -14.21
H -14.46 -13.04 -12.81
C -15.18 -16.23 -18.55
O -15.58 -16.96 -19.44
N -15.81 -15.96 -17.42
N -14.09 -15.51 -18.58
H -15.54 -15.23 -16.78
H -16.64 -16.51 -17.29
H -13.80 -14.99 -17.76
H -13.58 -15.41 -19.45
C -23.34 -8.98 -12.92
C -24.78 -8.85 -13.46
O -25.73 -8.78 -12.41
H -23.34 -8.20 -12.17
H -22.59 -8.86 -13.71
H -23.29 -9.96 -12.43
H -24.88 -9.64 -14.20
H -24.96 -8.01 -14.15
H -25.53 -9.50 -11.81
C -17.09 -9.33 -18.50
C -18.21 -9.36 -19.50
O -17.79 -9.81 -20.80
H -16.60 -10.30 -18.57
H -17.43 -9.23 -17.47
H -16.45 -8.47 -18.64
H -18.81 -8.45 -19.52
H -18.89 -10.12 -19.13
H -17.41 -9.07 -21.27
C -20.12 -15.73 -9.00
C -21.11 -16.86 -9.27
O -20.46 -18.04 -9.70
H -19.61 -16.07 -8.09
H -20.67 -14.83 -8.72
H -19.45 -15.56 -9.85
H -21.86 -16.61 -10.01
H -21.70 -17.08 -8.38
H -20.29 -18.68 -9.00
C -20.97 -7.54 -17.43
C -22.39 -8.04 -17.64
O -23.14 -7.91 -16.46
H -20.49 -7.38 -18.39
H -20.39 -8.31 -16.91
H -20.87 -6.59 -16.92
H -22.52 -9.09 -17.91
H -22.85 -7.42 -18.41
H -24.01 -8.27 -16.68
C -16.01 -15.26 -9.37
C -15.92 -14.59 -10.76
O -14.62 -14.84 -11.16
H -15.09 -15.27 -8.78
H -16.23 -16.31 -9.52
H -16.77 -14.81 -8.73
H -16.04 -13.51 -10.82
H -16.54 -15.02 -11.55
H -14.12 -14.03 -11.02
C -16.89 -9.29 -13.02
C -15.76 -10.00 -12.28
O -14.46 -9.76 -12.87
H -16.61 -8.24 -12.95
H -17.80 -9.51 -12.47
H -17.00 -9.57 -14.07
H -15.97 -11.07 -12.26
H -15.79 -9.58 -11.28
H -14.03 -9.00 -12.46
C -23.04 -13.38 -19.77
C -22.99 -13.39 -18.22
O -24.23 -13.91 -17.74
H -23.03 -14.42 -20.10
H -22.08 -13.02 -20.14
H -23.89 -12.80 -20.14
H -22.79 -12.43 -17.75
H -22.22 -14.12 -17.97
H -24.13 -14.02 -16.79
C -17.14 -18.01 -13.20
C -18.52 -17.79 -12.58
O -18.80 -18.77 -11.62
H -16.46 -17.69 -12.41
H -16.92 -17.29 -13.98
H -16.97 -19.07 -13.40
H -19.29 -17.71 -13.35
H -18.69 -16.81 -12.12
H -19.37 -18.46 -10.91
C -23.53 -11.19 -10.07
C -24.85 -11.99 -10.10
O -25.68 -11.32 -11.08
H -23.61 -10.11 -9.94
H -22.99 -11.49 -10.97
H -22.91 -11.49 -9.23
H -25.32 -11.85 -9.13
H -24.69 -13.02 -10.40
H -26.57 -11.53 -10.80
C -26.30 -13.67 -14.53
C -24.78 -13.83 -14.21
O -24.15 -14.72 -15.12
H -26.74 -14.63 -14.79
H -26.36 -13.04 -15.42
H -26.90 -13.10 -13.82
H -24.81 -14.33 -13.24
H -24.19 -12.93 -14.08
H -24.34 -15.54 -14.66
C -19.16 -14.44 -21.04
C -18.30 -13.22 -20.93
O -19.01 -12.14 -21.43
H -19.16 -14.94 -22.01
H -20.16 -14.17 -20.72
H -18.77 -15.24 -20.40
H -17.37 -13.34 -21.47
H -18.12 -12.95 -19.89
H -18.45 -11.38 -21.24
```

Löwdin population analysis, charges in e, atoms 1 to 99: -0.039, -0.483, -0.107, -0.169, -0.136, -0.482, -0.130, -0.009, -0.036, -0.042, -0.018, 0.076, 0.082, 0.063, 0.099, 0.115, 0.105, 0.078, 0.115, 0.115, 0.091, 0.073, 0.090, 0.080, 0.080, 0.088, 0.087, 0.051, 0.059, 0.108, -0.042, -0.461, -0.116, -0.179, -0.105, -0.476, -0.061, -0.027, -0.023, -0.031, -0.030, 0.084, 0.054, 0.063, 0.085, 0.099, 0.097, 0.085, 0.111, 0.109, 0.079, 0.058, 0.086, 0.075, 0.075, 0.074, 0.063, 0.071, 0.084, 0.051, -0.800, 0.019, 0.216, 0.195, 0.142, 0.060, 0.124, 0.101, -0.774, 0.019, 0.157, 0.158, 0.049, 0.109, 0.082, 0.115, -0.069, -0.319, -0.072, 0.074, 0.070, 0.036, 0.093, 0.102, 0.026, -0.084, -0.295, -0.080, 0.081, 0.064, 0.074, 0.099, 0.106, 0.102, -0.069, -0.294, -0.082, 0.076, 0.073